1.
86
Properties=species:S:1:pos:R:3 method="wB97M-V/def2-TZVPD" total_charge=+2 relative_energy_ev=0.811 multiplicity=1 homo_energy_ev=-13.047
Hf 0.09659 1.06136 0.17042
C -3.76071 -2.21359 1.80117
C -2.56137 -2.20600 0.84766
C -1.40597 -3.00812 1.43625
P -2.08968 -0.47230 0.38915
C -3.25520 0.10992 -0.93459
C -4.64210 -0.53519 -0.99255
C -2.53944 -0.06678 -2.27610
C -2.30722 0.60327 1.85174
C -3.55801 1.15485 2.14973
C -3.72894 2.07389 3.16863
C -5.07592 2.62297 3.51619
C -2.58868 2.50094 3.85725
C -1.33482 2.01585 3.55859
C -1.17190 1.02913 2.57613
N 0.09919 0.57226 2.12728
C 1.28442 0.38780 2.87664
C 1.41961 0.61321 4.24606
C 2.65717 0.49040 4.85566
C 3.80398 0.15180 4.14012
C 5.13130 0.02499 4.81792
C 3.65855 -0.12343 2.78493
C 2.42122 -0.04716 2.15284
P 2.20235 -0.59744 0.42806
C 1.94099 -2.41558 0.54304
C 2.99068 -3.21827 1.31194
C 1.65458 -3.01084 -0.83248
C 3.68596 -0.14446 -0.58188
C 3.21013 0.27733 -1.97428
C 4.79566 -1.18855 -0.68988
H -4.06952 -3.24652 1.95985
H -4.62182 -1.66718 1.42245
H -3.48418 -1.79561 2.76868
H -2.85413 -2.65674 -0.10793
H -0.95102 -2.49235 2.28410
H -0.64630 -3.21950 0.68148
H -1.78473 -3.96233 1.79959
H -3.37369 1.17916 -0.73547
H -4.58410 -1.61620 -1.11487
H -5.17302 -0.14192 -1.85898
H -5.25067 -0.32053 -0.11809
H -2.37321 -1.12202 -2.50424
H -1.56236 0.44148 -2.30543
H -3.14248 0.35740 -3.07859
H -4.42277 0.84283 1.58277
H -5.86831 2.08562 3.00025
H -5.14501 3.67639 3.24143
H -5.25738 2.55348 4.58818
H -2.69134 3.24788 4.63398
H -0.47452 2.42420 4.06636
H 0.56217 0.86108 4.85048
H 2.73235 0.67124 5.92031
H 5.24157 0.76944 5.60402
H 5.95032 0.14831 4.11126
H 5.23308 -0.95894 5.27968
H 4.52998 -0.42674 2.22053
H 1.02264 -2.43961 1.14861
H 3.91490 -3.34164 0.75432
H 2.59048 -4.21413 1.49933
H 3.21694 -2.76983 2.27735
H 2.55160 -3.02820 -1.45137
H 0.88450 -2.45318 -1.37179
H 1.31579 -4.04108 -0.72930
H 4.08506 0.73642 -0.06812
H 2.73848 -0.55197 -2.50331
H 4.06008 0.60573 -2.57188
H 2.49887 1.10777 -1.93098
H 4.45861 -2.07730 -1.22014
H 5.19185 -1.49406 0.27484
H 5.61673 -0.76216 -1.26589
O -1.50706 2.66845 0.03293
S -1.03856 3.41822 -1.18519
O -1.84627 3.26034 -2.33751
N 0.47591 2.76252 -1.22306
C 1.24941 3.55225 -0.42531
S 2.31502 2.79688 0.59574
C 0.78877 4.95138 -0.37685
C 1.45731 6.08919 0.04342
C 0.76555 7.29633 0.00701
C -0.55857 7.36354 -0.41000
C -1.24947 6.21929 -0.80829
C -0.54154 5.03965 -0.78275
H 2.48670 6.04333 0.36675
H 1.26942 8.20438 0.30565
H -1.06109 8.32013 -0.42786
H -2.27998 6.26029 -1.12793


2.
10
Properties=species:S:1:pos:R:3 method="wB97M-V/def2-TZVPD" total_charge=0 relative_energy_ev=3.555 multiplicity=1 homo_energy_ev=-8.404
C -0.67387 -1.44119 1.43981
C -0.86711 -0.83789 0.14402
C 0.44422 0.72781 0.12655
N -0.36369 -2.00143 2.38182
N 0.61900 0.92335 -1.23980
O -1.54322 -1.04908 -0.82555
H 1.26900 0.17294 0.69492
H -0.02353 1.65346 0.67845
H 0.14988 1.77681 -1.71187
H 0.98933 0.07522 -1.68835


3.
11
Properties=species:S:1:pos:R:3 method="wB97M-V/def2-TZVPD" total_charge=0 relative_energy_ev=8.907 multiplicity=1 homo_energy_ev=-9.496
C -0.20470 0.27534 -0.10885
C -0.31572 -0.21330 -1.49923
C -0.52015 -0.66407 -2.56932
H 0.60366 -1.71753 0.94152
H 1.40546 0.65920 1.25485
H -1.17481 1.88278 2.22511
H -0.84092 -1.38816 -3.36935
N 1.23336 0.30925 0.21236
N -1.17523 0.82437 0.65164
O 1.58969 -1.29935 0.53860
O -0.60063 1.33148 1.72267


4.
20
Properties=species:S:1:pos:R:3 method="wB97M-V/def2-TZVPD" total_charge=-1 relative_energy_ev=0.000 multiplicity=1 homo_energy_ev=-3.596
C 0.05772 -2.12610 -1.27955
C -0.68717 0.30499 0.82718
C -1.16184 -1.16029 0.73812
C 0.80142 0.42463 1.12382
C -1.05621 -1.77804 -0.62487
C 1.56810 0.66562 -1.67806
O 1.42313 -1.76075 -0.42055
O 0.34928 -2.64405 -2.33312
P 1.91696 -0.32577 -0.15615
S 3.78578 -0.19888 0.40167
H -0.92250 0.81899 -0.10847
H -1.23179 0.81273 1.63295
H -0.59545 -1.74107 1.47773
H -2.21546 -1.19517 1.03993
H 1.09801 1.47058 1.24938
H 1.04640 -0.10099 2.05363
H -1.97330 -1.99666 -1.15483
H 2.29091 0.35836 -2.43312
H 0.56581 0.44729 -2.03815
H 1.68444 1.72821 -1.47816


5.
118
Properties=species:S:1:pos:R:3 method="wB97M-V/def2-TZVPD" total_charge=+1 multiplicity=1 homo_energy_ev="-8.826 / -8.846"
Ce 12.83546 12.17459 15.49282
C 17.48230 13.20295 21.36447
C 16.84524 12.62306 20.13540
C 17.46254 12.51180 18.84591
C 16.75057 12.17421 17.73612
C 15.49280 11.53145 17.77404
N 14.98068 10.88833 16.71492
C 15.82748 10.23482 15.77158
C 16.48727 9.09862 16.37705
C 17.11272 8.19853 15.54340
C 17.03777 8.38165 14.14114
C 17.03066 7.23782 13.19916
C 16.66105 9.57045 13.54383
C 16.03152 10.55054 14.38563
N 15.67084 11.74315 13.84818
C 15.87045 11.98066 12.57768
C 15.28370 12.94112 11.71376
C 13.91763 13.20690 11.57967
N 12.56845 11.98366 13.18859
C 14.84648 11.75455 19.05096
C 15.51414 12.24312 20.19710
N 13.40727 11.79179 19.08327
C 12.66047 12.16062 20.18683
C 11.31444 11.99620 19.90018
C 11.29307 11.42630 18.60551
N 12.53103 11.28576 18.07250
H 18.38753 13.80494 21.12017
H 17.82293 12.50134 22.11431
H 16.82780 13.91930 21.94151
H 18.52671 12.82510 18.83796
H 17.04683 12.36283 16.72836
H 16.33892 8.97880 17.46088
H 17.60678 7.26787 15.82890
H 17.12366 6.25381 13.64866
H 17.73128 7.36597 12.36960
H 15.99430 7.23394 12.72573
H 16.72885 9.64410 12.47113
H 16.62257 11.34142 12.08512
H 15.99452 13.39449 11.04686
H 12.27875 13.62778 10.31100
H 15.09772 12.30492 21.21257
H 13.04930 12.48285 21.16345
H 10.41183 12.30249 20.46889
H 10.43681 11.00574 18.12984
C 13.08188 18.13285 9.98218
C 12.50389 17.68787 11.31696
C 13.17444 18.54020 12.46674
C 10.98476 18.07719 11.31713
C 12.67906 16.16482 11.41736
C 12.17484 15.60439 12.57069
C 12.18858 14.35387 13.17123
N 11.75740 14.13857 14.42807
C 11.54784 15.14738 15.38393
C 10.38023 15.90500 15.34487
C 10.21679 16.96872 16.22633
C 11.24444 17.17498 17.15307
C 12.35133 16.31083 17.35387
C 12.40234 15.19272 16.49600
O 13.17869 14.14603 16.69899
C 13.32562 16.54147 18.46213
C 13.65430 18.02726 18.53179
C 14.69550 15.85032 18.25656
C 12.71846 16.11869 19.74355
C 9.00671 18.00220 16.04985
C 9.11623 18.92580 17.27273
C 7.66980 17.21486 16.05811
C 9.09152 18.84001 14.75184
C 12.84741 13.07266 12.64890
O 15.09790 12.69366 14.62020
C 13.35326 13.97772 10.38410
C 13.39149 15.49424 10.48819
C 13.74282 13.55782 8.86258
C 15.21478 13.82424 8.54630
C 12.85926 14.39833 7.90336
C 13.58600 12.04021 8.54207
H 13.05585 19.21954 9.92421
H 12.48895 17.72048 9.20533
H 14.16022 17.94361 9.87327
H 12.95459 19.61541 12.25299
H 14.26550 18.33942 12.58891
H 12.69142 18.27250 13.38977
H 10.73307 19.15251 11.22636
H 10.44630 17.64716 12.14340
H 10.59945 17.48090 10.48018
H 11.60166 16.30113 13.21137
H 9.61348 15.72943 14.56705
H 11.04947 17.98862 17.83693
H 13.84664 18.47490 17.53086
H 14.49961 18.25387 19.23479
H 12.87618 18.64702 18.97833
H 15.21450 16.09513 17.36974
H 14.51638 14.74861 18.28870
H 15.31975 16.12842 19.13380
H 11.73674 16.69051 19.78745
H 13.32649 16.40168 20.65932
H 12.48006 15.02532 19.80909
H 9.18125 18.32139 18.22828
H 8.29437 19.58356 17.41454
H 10.04001 19.52867 17.26261
H 7.80687 16.32829 16.69851
H 7.38538 16.89101 15.07190
H 6.87581 17.88118 16.40395
H 10.01049 19.43532 14.73354
H 8.25198 19.52372 14.76064
H 9.12764 18.14320 13.95439
H 13.84228 15.93476 9.57290
H 15.78763 12.89534 8.80950
H 15.53001 14.63844 9.16637
H 15.34526 13.95728 7.50536
H 12.85225 15.43861 8.24568
H 11.82276 14.09759 8.02316
H 13.11733 14.20570 6.87931
H 13.81129 11.34768 9.35635
H 14.23281 11.81429 7.68864
H 12.59668 11.90976 8.17369
O 10.80575 11.04204 15.12464
N 10.90172 9.74812 15.51126
O 12.03436 9.51030 15.95823


6.
100
Properties=species:S:1:pos:R:3 method="wB97M-V/def2-TZVPD" total_charge=-1 multiplicity=4 homo_energy_ev="-1.614 / -5.424"
Ti -0.61962 27.42614 26.62192
C -2.45035 29.01442 23.66146
O -2.53266 28.10581 22.60473
O -2.08672 28.11199 24.65932
C -1.69567 30.36070 23.31911
F -2.32683 31.41514 22.64351
F -1.27382 30.90420 24.48017
F -0.51803 30.11296 22.67355
C -3.38412 28.49394 21.54132
C -3.38788 27.55651 20.39877
H -4.25832 27.81439 19.79549
H -2.48912 27.65066 19.78931
H -3.67171 26.52776 20.62060
H -3.04661 29.43876 21.11530
H -4.40933 28.68254 21.85986
H -3.47498 29.33650 23.84719
Cl 0.34348 24.97232 26.72243
C 4.73515 26.06277 26.79226
O 3.84446 25.16602 26.14287
C 4.26418 24.80627 24.80357
C 3.02554 24.11301 24.19871
N 2.63072 22.82484 24.92425
C 1.47333 22.18080 24.39447
C 1.75686 21.68222 22.97530
O 2.99525 20.84640 23.00093
C 3.45698 20.69751 21.69469
H 5.73106 25.63534 26.90876
H 4.35925 26.33882 27.77745
H 4.83776 27.06797 26.38342
H 5.04906 24.05447 24.88644
H 4.68665 25.60161 24.18951
H 3.18830 23.83730 23.15679
H 2.10007 24.68674 24.14929
H 3.37759 22.16548 24.75834
H 0.57222 22.78309 24.27890
H 1.17417 21.37148 25.06052
H 1.86055 22.43212 22.19108
H 0.90601 21.06222 22.69287
H 3.49430 21.64625 21.15934
H 2.89793 20.05518 21.01427
H 4.44966 20.25938 21.79823
C -2.94244 28.36911 29.89744
O -1.64441 28.14728 29.36041
C -0.66206 29.11319 29.85201
C 0.66336 28.51337 29.73111
N 1.12522 28.29592 28.39277
C 1.51072 29.47692 27.65213
C 2.06642 29.11808 26.29369
O 1.21454 28.42528 25.40891
C 1.89055 27.90500 24.23769
H -3.16255 29.37596 29.54264
H -3.01246 28.38498 30.98507
H -3.64404 27.55967 29.69577
H -0.69278 29.27234 30.92989
H -0.71239 29.95219 29.15799
H 0.60304 27.57432 30.28123
H 1.24286 29.26878 30.26179
H 1.69480 27.46537 28.31615
H 2.22254 30.04302 28.25292
H 0.59831 30.05756 27.51623
H 2.91794 28.44426 26.38848
H 2.39016 30.01815 25.77104
H 2.35027 28.73081 23.69474
H 1.17362 27.29849 23.68429
H 2.69866 27.26948 24.59986
C -4.01804 25.34402 23.66866
N -4.91040 24.10803 23.59139
O -5.16067 23.44848 24.58656
O -5.27423 23.70966 22.50525
H -4.38309 26.12936 23.00677
H -2.97880 25.14853 23.40436
H -3.93682 25.66101 24.70838
C -3.46084 32.19860 26.08342
N -3.31843 31.13634 27.19162
O -2.21745 30.64670 27.29267
O -4.32018 31.05592 27.96604
H -2.64264 32.90337 26.23162
H -4.40869 32.72327 26.20352
H -3.32232 31.83309 25.06592
C -2.04122 24.68869 29.90446
N -3.33354 24.49323 29.11724
O -4.34168 24.21114 29.73286
O -3.14133 24.34403 27.91811
H -2.14161 25.16762 30.87844
H -1.54235 25.40538 29.25208
H -1.42891 23.78819 29.85668
C -1.96483 22.68738 25.04388
N -2.44332 22.22747 23.67513
O -3.45019 21.50190 23.72612
O -1.73853 22.39584 22.62508
H -1.28402 21.90101 25.36979
H -2.83561 22.93875 25.64940
H -1.43936 23.64221 25.02697
C -5.10603 27.56446 26.92596
N -6.39411 27.35228 26.32714
O -6.61780 26.33027 25.64595
O -7.20873 28.22782 26.50062
H -4.99908 28.58565 27.29177
H -4.34057 27.26763 26.20897
H -5.09227 26.92878 27.81130


7.
96
Properties=species:S:1:pos:R:3 method="wB97M-V/def2-TZVPD" total_charge=-1 relative_energy_ev=0.000 multiplicity=1 homo_energy_ev=-3.335
K -0.79054 -0.11149 -0.53917
C -4.98220 0.07662 -0.66361
C -4.67225 -1.10454 0.29722
C -4.20235 -0.61911 1.66628
N -2.83060 -0.16134 1.68651
C -2.41512 0.38450 2.77835
C -3.30456 1.02764 3.70795
C -3.28998 0.93592 5.07829
C -2.33522 0.31923 5.88051
C -1.02034 -0.01538 5.51610
C -0.38557 0.05105 4.29840
C -0.94004 0.41788 3.01280
N -0.24882 0.84153 1.98715
C 0.91332 1.61304 2.36319
C 1.74609 1.99297 1.18597
C 1.25905 3.10518 0.28168
N 0.06325 2.79344 -0.50717
C -0.32288 3.74209 -1.35132
C 0.46480 4.86719 -1.67007
C 0.10562 6.16706 -1.91057
C -1.12211 6.63908 -2.32075
C -2.20162 5.86371 -2.76904
C -2.41082 4.48929 -2.62978
C -1.64594 3.50385 -1.91992
N -2.05444 2.28073 -1.75877
C -3.48692 2.02566 -1.68656
C -3.61883 0.64939 -1.05703
H -5.54233 0.87408 -0.13176
H -5.57100 -0.23554 -1.56241
H -3.88668 -1.77731 -0.12662
H -5.53738 -1.72962 0.51056
H -4.36520 -1.41168 2.40891
H -4.85012 0.20480 2.02962
H -4.18294 1.48014 3.24162
H -4.10869 1.47274 5.60522
H -2.61317 0.03623 6.88210
H -0.39293 -0.47108 6.28266
H 0.68492 -0.19472 4.29492
H 1.56481 1.02084 3.03635
H 0.61594 2.50260 2.96158
H 1.88546 1.07751 0.57076
H 2.67461 2.34814 1.63792
H 2.09791 3.34992 -0.39902
H 1.15690 4.06174 0.88215
H 1.53458 4.79543 -1.49707
H 0.85855 6.94832 -1.77684
H -1.23648 7.73495 -2.35019
H -2.98116 6.36557 -3.36530
H -3.31760 4.11886 -3.09865
H -3.97199 2.12051 -2.65019
H -3.95058 2.80001 -1.02984
H -3.02263 0.67830 -0.08268
H -3.06680 -0.12288 -1.64074
C -1.20300 1.46437 -6.19179
C -1.54884 0.11850 -5.66078
N -2.36141 -0.75472 -6.22821
N -2.47717 -1.76308 -5.34033
C -1.72411 -1.55809 -4.22602
S -1.68592 -2.42029 -2.84587
N -1.07645 -0.35631 -4.45691
N -0.31400 0.29063 -3.48656
H -1.97061 1.78092 -6.90425
H -0.22590 1.45026 -6.70688
H -1.16634 2.19842 -5.40505
H -3.11044 -2.55030 -5.52695
H 0.59840 0.57138 -3.86013
H -0.86889 1.05822 -3.11573
C 7.73389 -3.12623 0.85067
C 6.64418 -3.76570 1.73186
S 5.30231 -2.56079 2.06500
O 5.62801 -1.70962 3.19304
O 4.94331 -1.92216 0.78157
C 3.87268 -3.57681 2.61116
C 3.15361 -4.57429 1.63811
N 2.35429 -3.85068 0.63060
C 1.19467 -3.14796 0.84555
N 0.82470 -2.36622 -0.18128
C 1.75686 -2.60433 -1.15080
C 2.72940 -3.49304 -0.68525
N 3.77683 -4.02120 -1.41126
O 4.40113 -5.02613 -0.95143
O 4.03082 -3.50581 -2.50590
C 0.44592 -3.23950 2.14007
H 8.56366 -3.85039 0.64559
H 8.11687 -2.25528 1.41160
H 7.34717 -2.73431 -0.09663
H 7.03705 -4.09162 2.71227
H 6.18686 -4.63300 1.21382
H 3.20726 -2.79024 3.03001
H 4.26369 -4.15910 3.47628
H 2.48258 -5.28179 2.16721
H 3.89594 -5.08372 1.00339
H 1.72339 -2.11723 -2.12488
H -0.10729 -4.20329 2.08749
H -0.25560 -2.38006 2.22267
H 1.13352 -3.28247 3.01521


8.
13
Properties=species:S:1:pos:R:3 method="wB97M-V/def2-TZVPD" total_charge=0 relative_energy_ev=4.729 multiplicity=1 homo_energy_ev="-8.643 / -8.644"
C -0.55434 -0.21147 -0.56083
C -1.51320 -0.90384 0.34349
N 0.70507 -0.93387 -0.51360
N -0.33231 1.18651 -0.05440
N 1.29504 1.14106 0.18175
N 1.62374 -0.14486 -0.07737
S 3.25344 -0.25300 0.14909
H -0.80512 -0.35508 -1.59441
H -2.54718 -0.60351 0.03079
H -1.31313 -0.38740 1.34372
H -1.33167 -1.91962 0.46514
H -0.27463 1.94132 -0.73958
H 1.79428 1.44376 1.02621


9.
26
Properties=species:S:1:pos:R:3 method="wB97M-V/def2-TZVPD" total_charge=-1 relative_energy_ev=1.949 multiplicity=1 homo_energy_ev=-3.853
C 2.02699 3.18684 -0.38338
C 0.99322 0.88527 -0.04667
C 1.61901 1.84726 -0.79840
C 0.78315 -0.45846 -0.52542
C 1.29054 -0.72905 -1.77899
C 1.89542 1.56025 -2.16497
C 1.90420 0.26881 -2.60000
O 1.26114 -1.93273 -2.39845
H 0.68864 1.20778 0.93819
H 0.23310 -0.97718 0.25503
H 1.31858 4.03130 -0.62878
H 2.89985 3.70497 -0.84091
H 2.45437 2.32024 -2.70152
H 0.71544 -2.58540 -1.93330
H 2.27229 -0.05775 -3.56416
H 2.30023 3.39399 0.66226
C -2.69460 -1.16290 1.46666
C -1.62482 -1.07286 2.52980
C -3.29173 -2.54667 1.38502
O -3.05802 -3.35343 2.31812
O -3.95272 -2.79039 0.33955
H -3.49709 -0.41595 1.64910
H -2.40419 -0.90648 0.41242
H -1.21520 -0.07853 2.57664
H -0.91086 -1.83746 2.37188
H -2.00694 -1.50149 3.46025